44
Properties=species:S:1:pos:R:3 method="wB97M-V/def2-TZVPD" e_tot_ha=-1916.36789 e_above_lowest_kcal_mol=103.0 charge=+2 homo_lumo_gap_ev=3.69 homo_ha=-0.4985 spin_multiplicity=1 max_force_ev_per_a=3.0
H -0.883 -0.157 -4.384
N -0.774 0.904 -2.518
B -0.415 2.826 -0.751
N -0.340 2.169 -2.183
C -0.132 2.860 -3.318
Hf -2.290 -0.341 -1.678
H 0.095 3.922 -3.285
C -0.327 2.023 -4.402
H -0.250 2.285 -5.443
C -0.679 0.778 -3.893
H -0.654 4.015 -0.940
C 1.577 -2.337 2.781
H 0.922 -3.143 3.129
H 0.960 -1.526 2.375
H 2.163 -1.959 3.627
N 0.888 2.876 0.172
N -1.669 2.231 -0.037
N 1.721 1.797 0.436
N -2.045 0.926 -0.157
C 1.327 3.961 0.868
C -2.658 2.910 0.579
H 0.847 4.923 0.738
H -2.633 3.988 0.670
C 2.400 3.573 1.674
C -3.638 2.009 0.978
C 2.612 2.201 1.361
C -3.269 0.758 0.497
H 2.947 4.167 2.379
H -4.550 2.226 1.509
H 3.363 1.546 1.780
H -3.633 -0.220 0.778
H 2.212 -2.698 2.043
F 2.393 -5.428 0.371
C 1.268 -4.711 0.160
C 1.308 -3.522 -0.587
F 2.494 -3.078 -1.061
C 0.142 -2.790 -0.765
F 0.167 -1.567 -1.435
C -1.058 -3.214 -0.199
S -2.586 -2.352 -0.410
C -1.066 -4.375 0.593
F -2.216 -4.752 1.199
C 0.088 -5.114 0.785
F 0.060 -6.184 1.609